(w)
Molecular formula: C20H22N4O5PdS
Method: DFT, ωB97M-V/def2-TZVPD

The geometry in ORCA input format:
```
! RIJCOSX wB97M-V def2-TZVPD def2/J DEFGRID3
* xyz -2 3
Pd 0.11022 0.04382 0.61287
C 6.12185 4.39102 -1.50663
C 4.75765 4.21811 -0.88927
C 3.86128 5.27630 -0.83366
C 2.60904 5.11905 -0.24560
C 2.25588 3.89574 0.29383
C 3.13552 2.81871 0.24051
C 4.37550 2.99168 -0.35153
S 0.66108 3.64020 1.04510
O -0.07133 4.88372 0.85882
O 0.93884 3.24583 2.39989
N 0.09447 2.39590 0.25542
C -0.43452 2.50407 -0.99922
C -0.52465 3.68335 -1.78680
C -1.09797 3.62173 -3.03524
C -1.57814 2.40913 -3.52403
C -1.42329 1.30408 -2.70333
N -0.87020 1.32920 -1.49948
H 6.13799 5.23795 -2.19490
H 6.41937 3.49682 -2.05736
H 6.88350 4.57125 -0.74349
H 4.14184 6.23268 -1.26518
H 1.89568 5.93257 -0.19518
H 2.82765 1.85364 0.63480
H 5.06068 2.15205 -0.41149
H -0.17010 4.62006 -1.38351
H -1.17617 4.52259 -3.63670
H -2.04249 2.32514 -4.49800
H -1.75496 0.32254 -3.03497
C 2.00962 -4.52621 -2.72070
N 2.33869 -3.41975 -1.85309
C 3.62400 -3.11066 -1.54254
C 3.90464 -2.09952 -0.71662
C 2.80552 -1.30446 -0.14570
O 3.08000 -0.37588 0.61552
N 1.51522 -1.65273 -0.46209
C 1.25180 -2.67941 -1.28969
O 0.13079 -3.06822 -1.62593
H 2.92608 -5.06396 -2.97055
H 1.53043 -4.18142 -3.63916
H 1.30909 -5.20108 -2.22976
H 4.38706 -3.72977 -2.00250
H 4.92310 -1.84115 -0.46587
C -2.64232 -1.65325 1.03625
O -2.11405 -1.32902 2.29290
C -0.86098 -0.65723 2.24719
C -0.44490 -0.30658 3.64849
H -3.40323 -0.91788 0.73487
H -3.11088 -2.64262 1.09906
H -1.85743 -1.66923 0.27900
H -1.10931 -0.77113 4.39291
H -0.44819 0.78213 3.81667
H 0.58511 -0.63611 3.84392
*
```

Results
* ⟨S²⟩: 2.01
* frontier orbital gap (alpha / beta): 2.828 / 5.102 eV
* E_LUMO (alpha / beta): 4.54 / 4.54 eV

=====

(x)
Molecular formula: C20H22N4O5PdS
Method: DFT, ωB97M-V/def2-TZVPD

The geometry in ORCA input format:
```
! RIJCOSX wB97M-V def2-TZVPD def2/J DEFGRID3
* xyz -2 3
Pd 0.27143 -0.81931 -2.05991
C -4.58609 -0.10863 4.82319
C -3.42956 -0.30511 3.89210
C -3.64418 -0.60394 2.51096
C -2.60389 -0.80833 1.64498
C -1.25139 -0.74399 2.11172
C -1.02151 -0.48405 3.50062
C -2.08471 -0.27952 4.34663
S 0.05254 -0.82628 0.99478
O 1.25080 -0.33616 1.65882
O 0.16389 -2.16752 0.43884
N -0.40076 0.10185 -0.28001
C -0.22865 1.47061 -0.23004
C -0.09932 2.19662 0.98150
C 0.01342 3.56322 0.93564
C -0.01737 4.22378 -0.29276
C -0.16419 3.43558 -1.41797
N -0.27349 2.11172 -1.40690
H -5.36581 0.52345 4.37980
H -4.26458 0.37264 5.75178
H -5.08323 -1.05885 5.10997
H -4.66523 -0.65460 2.13666
H -2.78590 -1.01298 0.59462
H -0.00163 -0.44458 3.86408
H -1.89086 -0.08369 5.40006
H -0.07603 1.65891 1.91690
H 0.12810 4.12476 1.85700
H 0.08359 5.29940 -0.37047
H -0.19791 3.89866 -2.40300
C 5.85406 0.74177 -0.87120
N 4.83469 -0.01779 -1.56285
C 5.10059 -1.22333 -2.12116
C 4.14855 -1.94729 -2.72412
C 2.79278 -1.41997 -2.71845
O 1.84440 -2.03412 -3.25437
N 2.53792 -0.23974 -2.11144
C 3.50910 0.52267 -1.56371
O 3.37301 1.63800 -1.08660
H 6.83330 0.32779 -1.11429
H 5.70225 0.71082 0.20949
H 5.80380 1.78524 -1.17467
H 6.12974 -1.55765 -2.05186
H 4.35807 -2.90620 -3.17316
C -1.77798 -3.30556 -1.79210
O -2.36222 -2.11460 -2.32503
C -1.52625 -1.19059 -2.79477
C -2.35498 -0.02186 -3.23258
H -1.83522 -4.09640 -2.54447
H -2.35546 -3.58651 -0.91299
H -0.74966 -3.12979 -1.49564
H -3.22897 -0.36218 -3.79960
H -1.75673 0.66408 -3.82767
H -2.70227 0.51956 -2.34637
*
```

Results
* ⟨S²⟩: 2.04
* frontier orbital gap (alpha / beta): 2.651 / 6.188 eV
* E_LUMO (alpha / beta): 4.76 / 4.76 eV

=====

The winner here is (w), beating the second structure by 0.0148 hartree.

=====

(w)
Molecular formula: C9H13NO3
Method: DFT, ωB97M-V/def2-TZVPD

The geometry in ORCA input format:
```
! RIJCOSX wB97M-V def2-TZVPD def2/J DEFGRID3
* xyz 0 1
C 0.35571 0.63238 -1.81493
C 1.39354 -0.22413 -1.03268
C 2.44679 0.76104 -0.73932
C 2.81531 1.08448 0.50287
C 2.17080 0.54277 1.64210
C 1.10136 -0.25916 1.51431
C 0.76502 -0.77775 0.19500
N 0.10233 -1.90515 -0.01226
O -0.09185 -2.38686 -1.15808
O -0.44115 -2.70055 0.99023
H 0.85443 0.88388 -2.87705
H 0.20281 1.49859 -1.15439
H -0.52603 0.22610 -1.84534
H 1.58105 -0.93581 -1.81335
H 3.00889 1.31842 -1.46221
H 3.53117 1.87520 0.72299
H 2.32055 0.72154 2.69967
H 0.55990 -0.62894 2.41232
H -0.35041 -3.64719 0.83162
C -3.40606 0.03319 0.37336
C -2.69772 1.36633 0.27910
O -1.73628 1.74919 0.87923
H -4.40366 -0.14918 -0.12763
H -3.57921 -0.23583 1.52239
H -2.78374 -0.85761 -0.02099
H -3.19354 2.01503 -0.50694
*
```

Results
* frontier orbital gap (alpha / beta): 7.833 / 7.831 eV
* E_LUMO (alpha / beta): 0.21 / 0.21 eV

=====

(x)
Molecular formula: C9H13NO3
Method: DFT, ωB97M-V/def2-TZVPD

The geometry in ORCA input format:
```
! RIJCOSX wB97M-V def2-TZVPD def2/J DEFGRID3
* xyz 0 1
C 2.73816 -0.52671 -1.38298
C 1.43136 -0.99076 -0.78232
C 0.58673 -1.77060 -1.45249
C -0.66996 -2.11414 -0.81187
C -1.76214 -1.33717 -0.42853
C -1.63368 0.11137 -0.53726
C -0.58611 0.78535 0.02167
C 0.03249 0.80855 1.40709
C -1.03280 1.41562 2.35601
O 0.19443 -0.50955 1.93220
N -0.38694 2.13169 -0.65173
O -0.84888 2.35711 -1.75595
O 0.19897 2.99925 -0.04890
H 2.64485 0.64345 -1.70314
H 3.02208 -0.97210 -2.37132
H 3.41007 -0.65762 -0.65519
H 1.21618 -1.00346 0.24380
H 0.74617 -2.37106 -2.49393
H -0.85224 -3.17344 -1.02825
H -2.78967 -1.69733 -0.10552
H -2.28529 0.62610 -1.34682
H 0.98400 1.48220 1.59603
H -2.02756 0.88046 2.33021
H -1.15579 2.52305 2.30235
H -0.57507 1.29860 3.35983
H -0.59937 -0.93886 2.00700
*
```

Results
* frontier orbital gap: 8.680 eV
* E_LUMO: -0.39 eV

=====

The winner here is (w), beating the second structure by 0.0389 hartree.

=====

(w)
Molecular formula: C10H12
Method: DFT, ωB97M-V/def2-TZVPD

The geometry in ORCA input format:
```
! RIJCOSX wB97M-V def2-TZVPD def2/J DEFGRID3
* xyz 0 1
C 1.91317 1.46457 -0.33651
C 1.13026 1.26987 0.75810
C 2.81397 -0.69913 -0.19422
C 1.88766 -0.99415 0.81885
C 2.30057 0.23494 -1.00719
C 0.76356 -0.10857 0.75413
C -0.32439 -0.49174 0.08671
C -0.95523 -1.84189 -0.27105
C -2.49777 1.04471 0.22609
C -1.23611 0.57658 -0.49338
H 2.19910 2.45876 -0.76531
H 0.80925 1.95184 1.45114
H 3.75463 -1.23694 -0.31224
H 1.69876 -1.86184 1.34647
H -0.70287 -2.63728 0.38849
H -0.61999 -2.17178 -1.19054
H -2.05132 -1.68523 -0.28859
H -2.96152 0.01575 0.58517
H -3.26715 1.55536 -0.42801
H -2.44291 1.66667 1.05781
H -0.60961 1.38455 -0.77673
H -1.60207 0.10497 -1.40919
*
```

Results
* frontier orbital gap (alpha / beta): 7.378 / 7.494 eV
* E_LUMO (alpha / beta): -0.81 / -0.28 eV

=====

(x)
Molecular formula: C10H12
Method: DFT, ωB97M-V/def2-TZVPD

The geometry in ORCA input format:
```
! RIJCOSX wB97M-V def2-TZVPD def2/J DEFGRID3
* xyz 0 1
C -0.83586 -0.92383 -1.66168
C 0.31730 -0.34447 -1.06006
C 1.45449 -0.12449 -0.65054
C -1.15757 -0.04835 -0.54654
C 3.67185 -0.56936 0.01696
C 2.79293 0.22912 -0.55978
C -1.72760 -1.41766 -0.50613
C -1.14250 -2.50494 0.34551
C -0.76522 2.49226 -0.43284
C -1.42792 1.24897 0.14433
H 4.80482 -0.44026 0.05742
H 3.14897 -1.49043 0.39530
H 3.23536 1.05812 -1.11289
H -2.71214 -1.49612 -0.78938
H -0.08127 -2.22389 0.74054
H -0.93335 -3.49839 0.00496
H -1.60427 -2.56787 1.36938
H -0.84228 3.31942 0.43196
H -1.26590 2.71265 -1.28025
H 0.22972 2.25835 -0.64376
H -2.57490 1.27986 0.17643
H -1.12314 1.21704 1.30772
*
```

Results
* frontier orbital gap (alpha / beta): 6.935 / 7.040 eV
* E_LUMO (alpha / beta): -0.45 / -0.42 eV

=====

The winner here is (w), beating the second structure by 0.0544 hartree.